1.
Density functional theory data (wB97M-V/def2-TZVPD) for H4O3P2 in the gas phase at a distorted geometry.

```
9
Properties=species:S:1:pos:R:3
O 1.936 -1.189 0.937
P 1.255 -1.047 -0.546
O 2.114 0.307 -0.996
O -0.210 0.047 -0.119
P -1.537 -0.749 0.371
H 2.363 -0.340 1.158
H 1.509 0.669 -1.663
H -2.162 0.510 0.627
H -1.129 -0.764 1.722
```

The calculation puts the energy above the lowest of the compared OMol25 structures with the same formula, charge and spin at 3.1 kJ/mol. Its gap between HOMO and LUMO is 0.36746 Ha. Its SMILES is OP(O)OP.

2.
Density functional theory data (wB97M-V/def2-TZVPD) for C5H10O2 as an isolated structure.

```
17
Properties=species:S:1:pos:R:3
C 1.524 0.344 -0.395
C 0.209 -0.425 -0.476
O -0.221 -0.620 -1.809
C 0.228 -1.543 0.486
C -0.812 0.175 0.396
C -0.829 1.675 0.647
O -2.055 -0.329 0.584
H 2.286 -0.228 -0.930
H 1.428 1.327 -0.859
H 1.858 0.465 0.643
H 0.071 -1.503 -2.066
H -0.433 -2.383 0.215
H 1.184 -1.907 0.866
H -1.765 1.988 1.120
H 0.011 2.011 1.253
H -0.754 2.201 -0.321
H -1.910 -1.280 0.661
```

The calculation puts the energy above the lowest of the compared OMol25 structures with the same formula, charge and spin at 402.2 kJ/mol. Its gap between HOMO and LUMO (alpha / beta) is 0.31592 / 0.31590 Ha.

3.
Density functional theory data (wB97M-V/def2-TZVPD) for a 2-piece molecular cluster, C3H11N2O overall at a distorted geometry.

```
17
Properties=species:S:1:pos:R:3
C 0.372 0.513 2.502
C -0.058 0.219 1.014
C -0.537 1.140 0.159
N -0.452 0.716 -1.290
N 0.038 -1.070 0.708
H -0.563 0.842 2.970
H 0.984 1.386 2.729
H 0.894 -0.210 3.031
H -0.813 2.170 0.408
H -1.437 0.397 -1.661
H 0.129 -0.160 -1.239
H -0.197 1.484 -1.895
H 0.495 -1.810 1.186
H -0.317 -1.450 -0.162
H 1.370 -1.243 -2.893
H -0.292 -1.784 -2.920
O 0.384 -1.141 -2.647
```

As for the total charge: +1. The calculation puts the energy above the lowest of the compared OMol25 structures with the same formula, charge and spin at 251.3 kJ/mol. Its gap between HOMO and LUMO is 0.33730 Ha.